Entry from the Open Molecules 2025 dataset: a cluster of 5 separate species, C17H20Br2Cl8F5N2 in total (the ωB97M-V functional and the def2-TZVPD basis).

Its LUMO energy is -4.277 eV. The calculation puts the HOMO-LUMO gap at 8.2638 eV. For the energy, the calculation gives -274778.4462 eV. For the largest force on an atom, the calculation gives 1.014 eV/Å.

```
! wB97M-V def2-TZVPD RIJCOSX def2/J DEFGRID3
* xyz 1 1
C 0.00 -1.64 4.07
C -0.63 -0.54 3.66
C -0.84 -0.29 2.20
C 0.17 0.48 1.62
C 0.10 0.78 0.28
C 1.08 1.60 -0.45
Br 0.27 2.91 -1.58
C 2.41 1.51 -0.43
C 3.31 2.40 -1.24
Br 3.33 0.26 0.65
N -0.97 0.36 -0.41
C -1.99 -0.35 0.10
C -3.13 -0.63 -0.89
N -3.16 -1.95 -1.48
C -1.94 -0.71 1.43
C -3.06 -1.50 2.08
F -3.80 -2.18 1.18
F -2.57 -2.42 2.93
C -4.04 -0.57 2.90
F -5.30 -0.86 2.67
F -3.78 -0.63 4.20
F -3.85 0.71 2.50
H 0.61 -1.61 4.96
H -0.07 -2.58 3.52
H -0.99 0.20 4.37
H 1.00 0.81 2.23
H 3.00 2.44 -2.28
H 4.34 2.07 -1.18
H 3.26 3.41 -0.84
H -1.02 0.62 -1.39
H -4.08 -0.39 -0.41
H -3.02 0.09 -1.70
H -2.55 -2.02 -2.28
H -2.97 -2.69 -0.83
C 7.09 4.24 -0.88
Cl 6.52 3.18 -2.17
Cl 5.76 5.12 -0.11
H 7.58 3.64 -0.12
H 7.78 4.96 -1.30
C -6.07 -4.53 0.48
Cl -6.66 -5.38 -0.95
Cl -7.37 -3.69 1.34
H -5.63 -5.26 1.16
H -5.34 -3.80 0.17
C 5.44 5.07 -5.42
Cl 4.21 4.93 -4.15
Cl 6.29 6.61 -5.33
H 6.16 4.27 -5.28
H 4.95 4.99 -6.38
C 0.05 -4.39 -0.35
Cl -1.07 -4.55 1.01
Cl 0.88 -2.83 -0.31
H 0.78 -5.19 -0.29
H -0.51 -4.46 -1.27
*
```